# 1
Molecular formula: C4H6O2
Method: DFT, ωB97M-V/def2-TZVPD

Properties
SMILES string   C[C@H](O)C=C=O
Energy   -306.45437 Eh
HOMO level   -9.1256 eV
Relative energy (zero: lowest compared OMol25 entry of this formula, charge and spin)   32.6 kcal per mole

```
12
Properties=species:S:1:pos:R:3:forces:R:3:lowdin_charge:R:1
C 0.454851 0.733323 -0.993736 0.0 -0.1 -0.1 -0.050
C 0.409401 0.196306 0.436449 -0.2 0.4 0.0 -0.453
O 1.231593 -0.956928 0.587622 0.3 0.0 -0.1 -0.038
C -0.987074 -0.160016 0.887427 0.0 -0.1 -0.1 -0.052
C -1.702690 -1.035437 0.215588 -0.5 -0.5 -0.5 -0.177
O -2.335670 -1.803824 -0.393369 0.6 0.7 0.5 0.183
H -0.033377 1.712858 -1.060531 0.1 -0.2 0.0 0.087
H 1.492072 0.831505 -1.337453 -0.2 0.1 0.1 0.078
H -0.056823 0.041880 -1.672890 0.1 0.1 0.1 0.083
H 0.766268 0.984730 1.109399 0.0 -0.1 0.0 0.134
H 2.137838 -0.695585 0.374027 -0.1 -0.1 0.0 0.091
H -1.376387 0.151191 1.847467 0.0 0.0 -0.1 0.113
```
Forces are in eV/Å.

# 2
Molecular formula: C12H33Br2NbO7P3S
Method: DFT, ωB97M-V/def2-TZVPD

Properties
Energy   -7631.14656 Eh
HOMO level   -4.9794 eV
Net charge   -1

```
59
Properties=species:S:1:pos:R:3:forces:R:3:lowdin_charge:R:1
C 5.442296 -1.946703 -1.841834 0.0 -0.2 -0.2 -0.119
C 4.606256 -0.751391 -2.240020 -0.2 -0.1 0.1 -0.301
C 4.874840 0.447796 -1.355747 0.0 0.2 -0.1 -0.209
C 4.156878 1.758021 -1.734600 -0.2 -0.2 0.3 -0.203
C 3.257677 1.715617 -2.951087 0.0 -0.1 -0.1 -0.262
C 2.522319 3.030451 -3.155418 0.1 -0.1 0.0 -0.208
C 1.216142 3.168627 -2.373783 0.1 0.4 0.0 -0.266
C -0.079910 2.957431 -3.159931 -0.1 -0.3 -0.1 -0.312
C -0.790441 1.580135 -3.232248 -0.1 0.6 1.3 -0.411
Nb -0.205044 -0.344166 -2.252804 0.9 0.1 -3.2 0.737
Br 1.279087 -1.175347 -4.239526 -0.4 0.2 0.7 -0.033
P -1.736610 0.469887 -0.354866 0.0 -0.5 -0.6 0.256
O -1.343150 -0.340288 1.023253 -0.2 0.4 0.5 -0.538
Br -1.163389 2.599932 0.135434 0.0 0.1 0.3 0.187
P -2.085108 -2.049385 -2.946621 0.4 0.3 0.8 -0.066
O -1.418380 -3.361877 -3.608550 0.0 -0.6 -0.2 -0.343
O -2.830267 -2.699486 -1.654360 -0.5 0.3 0.0 -0.329
S -3.350202 -1.264552 -4.167236 0.0 0.3 -0.1 0.173
H 6.504012 -1.725195 -1.881881 0.3 0.1 0.1 0.065
H 5.194936 -2.294494 -0.845150 0.0 0.0 0.3 0.069
H 5.263886 -2.772604 -2.522096 0.0 -0.2 -0.1 0.065
H 3.558278 -1.023585 -2.161533 -0.2 0.0 -0.1 0.061
H 4.776031 -0.524210 -3.286900 0.1 0.1 -0.2 0.101
H 5.946523 0.627825 -1.325388 0.3 0.0 0.0 0.099
H 4.579013 0.172617 -0.347945 0.1 -0.1 0.3 0.105
H 3.519767 2.037257 -0.897856 -0.1 0.2 0.2 0.103
H 4.869895 2.571304 -1.835519 0.2 0.2 -0.1 0.101
H 3.812987 1.443073 -3.843596 0.2 0.0 -0.2 0.106
H 2.534594 0.924057 -2.805396 -0.2 -0.2 -0.1 -0.007
H 3.189454 3.833809 -2.848997 0.2 0.2 0.0 0.098
H 2.336148 3.193873 -4.212493 -0.1 0.0 -0.3 0.101
H 1.252524 2.581288 -1.461778 -0.1 -0.3 0.1 0.041
H 1.178914 4.201076 -2.033815 -0.1 0.2 0.2 0.096
H 0.123828 3.291783 -4.174893 0.0 0.0 -0.3 0.091
H -0.800088 3.673787 -2.783260 -0.2 0.1 0.2 0.068
H -1.826067 1.749726 -2.936985 -0.3 0.0 0.0 0.003
H -0.873054 1.260097 -4.270308 0.2 -0.5 -0.2 0.015
H 0.077114 -1.846434 -1.206671 -0.4 0.4 0.5 -0.108
H 1.231748 0.049966 -1.250111 -0.5 -0.7 0.2 -0.076
H -0.473199 -0.055211 1.317668 0.3 -0.3 0.0 0.011
H -0.666945 -3.627979 -3.069183 0.4 0.0 -0.1 0.025
H -2.458487 -3.560649 -1.474567 0.1 -0.4 0.3 0.040
C -1.745315 -2.551821 5.901578 0.0 0.1 0.0 -0.085
O -2.530423 -1.364068 6.100887 0.3 -0.1 0.0 -0.214
P -4.087670 -1.497408 5.873421 0.1 0.2 -0.1 0.301
O -4.738315 -2.662218 6.455988 -0.2 -0.3 0.1 -0.222
O -4.318578 -1.415637 4.314673 0.0 0.0 -0.1 -0.208
C -3.616272 -0.418363 3.540605 0.0 0.0 -0.1 -0.071
O -4.509985 -0.089352 6.458690 -0.1 0.2 0.1 -0.217
C -5.913883 0.200957 6.502752 0.0 0.0 0.0 -0.088
H -0.716282 -2.226925 5.781948 0.0 0.0 0.0 0.088
H -1.834654 -3.205422 6.766502 0.0 0.0 0.0 0.087
H -2.061210 -3.088482 5.006701 0.0 0.0 0.0 0.092
H -2.656381 -0.806054 3.211504 0.0 0.0 0.0 0.071
H -3.467505 0.493042 4.118927 0.0 0.0 0.0 0.089
H -4.223118 -0.199957 2.667709 0.0 0.0 0.0 0.093
H -6.478883 -0.677121 6.813499 0.0 0.0 0.0 0.084
H -6.258724 0.535847 5.524272 0.0 0.0 0.0 0.089
H -6.047605 0.997103 7.228942 0.0 0.0 0.0 0.085
```
Forces are in eV/Å.

# 3
Molecular formula: C30H48BrN3O4SSeSiW
Method: DFT, ωB97M-V/def2-TZVPD

Properties
Expectation value of S²   0.7571
Energy   -7367.58841 Eh
HOMO level (alpha / beta)   -2.9953 / -2.7476 eV
2S+1   2
Relative energy (zero: lowest compared OMol25 entry of this formula, charge and spin)   33.1 kcal per mole
Net charge   -1

```
90
Properties=species:S:1:pos:R:3:forces:R:3:mulliken_spin:R:1
W -0.266166 0.022931 1.819810 -0.9 -0.1 1.0 0.931
N -2.535110 -0.265183 1.855675 0.1 0.0 -0.1 0.012
C -3.019547 -0.091901 3.241848 -0.1 0.0 -0.1 -0.004
C -1.994561 -0.619678 4.238666 0.0 -0.1 0.0 0.005
O -2.339477 -0.881974 5.396755 0.0 0.0 0.0 0.020
N -0.784984 -0.719713 3.705279 0.0 0.0 -0.1 0.012
C 0.313203 -1.209425 4.503675 0.1 0.0 0.0 0.007
C 1.514828 -1.484533 3.596183 -0.1 0.0 -0.2 0.009
O 2.493978 -2.074311 4.002980 0.0 0.1 0.1 0.000
O 1.404150 -1.032409 2.360946 0.3 -0.2 0.1 -0.006
H -3.034767 0.344930 1.214813 0.0 0.0 0.1 -0.001
H -2.652238 -1.227414 1.534846 0.0 0.1 0.0 -0.007
H -3.972906 -0.599324 3.413721 0.0 0.0 0.0 -0.001
H -3.155135 0.974439 3.427632 0.0 0.0 0.0 -0.003
H 0.052415 -2.121421 5.046884 0.0 0.0 0.0 0.000
H 0.631515 -0.470644 5.250240 0.0 0.0 0.0 0.000
O -1.371822 1.925053 1.630189 -0.1 0.0 -0.1 0.002
N -0.812098 3.110972 1.855745 0.0 0.0 -0.1 -0.009
C -1.496686 4.201851 1.431831 0.1 0.0 0.1 -0.002
C -1.021720 5.465364 1.641029 0.0 -0.1 0.0 0.002
C 0.202415 5.613780 2.314267 -0.1 0.1 0.0 -0.006
C 0.873185 4.506385 2.743847 0.0 -0.2 0.0 0.003
C 0.381644 3.196910 2.511160 0.0 0.2 0.0 -0.006
S 1.134348 1.773837 3.019498 0.0 0.0 -0.1 0.027
H -2.424566 3.966516 0.934368 0.0 0.0 0.0 -0.002
H -1.587588 6.313869 1.287081 0.0 0.0 0.0 0.000
H 0.609028 6.599860 2.495564 0.0 0.0 0.0 -0.001
H 1.811710 4.584061 3.273450 0.0 0.0 0.0 0.001
C 1.956568 -6.658093 3.908192 0.0 0.0 0.0 0.001
C 1.310564 -5.614725 3.036823 0.0 0.0 0.0 -0.002
C -0.025155 -5.277694 3.184517 0.0 0.0 0.0 0.001
C -0.624214 -4.286101 2.410210 0.0 0.0 0.0 -0.001
C -2.077736 -3.977954 2.643394 0.0 0.0 0.0 -0.005
C 0.141135 -3.604658 1.457338 0.0 0.0 0.0 0.005
Se -0.634037 -2.205885 0.383381 -0.1 0.1 0.0 0.006
C 1.493660 -3.936920 1.290308 0.0 0.0 0.1 0.007
C 2.379122 -3.225427 0.305446 0.0 0.0 0.0 0.002
C 2.048642 -4.937751 2.077561 0.0 0.1 0.0 0.000
H 1.249662 -7.050813 4.639541 0.0 0.0 0.0 0.000
H 2.804473 -6.237554 4.451928 0.0 0.0 0.0 0.000
H 2.329522 -7.497038 3.315886 0.0 0.0 0.0 0.000
H -0.623082 -5.788221 3.932497 0.0 0.0 0.0 0.000
H -2.529876 -4.733651 3.287293 0.0 0.0 0.0 0.000
H -2.627597 -3.935358 1.702527 0.0 0.0 0.0 0.000
H -2.188243 -3.013551 3.139785 0.0 0.1 0.0 0.001
H 2.166980 -2.159040 0.298046 0.0 0.0 0.0 -0.002
H 2.222184 -3.610491 -0.707013 0.0 0.0 0.0 0.001
H 3.426576 -3.368266 0.574609 0.0 0.0 0.0 0.000
H 3.105634 -5.158652 1.967834 0.0 0.0 0.0 0.000
C -0.036299 -1.495708 -3.320655 0.0 0.0 0.1 0.010
C 0.904250 -0.289799 -3.452275 0.0 0.0 0.1 0.005
C 2.242035 -0.741687 -2.842923 0.0 0.0 -0.1 -0.007
C 1.092942 -0.010295 -4.951345 0.0 0.0 0.0 -0.001
Si 0.241334 1.272138 -2.548635 0.1 0.0 0.2 -0.009
Br 0.874155 1.082617 -0.330374 0.2 0.2 -0.8 -0.010
C -1.668581 1.483501 -2.637981 0.0 -0.1 0.2 0.004
C -2.377034 0.439967 -1.758776 0.0 0.1 0.0 0.011
C -2.194604 1.355810 -4.073319 0.0 0.0 0.0 0.000
C -2.087228 2.853452 -2.091072 0.0 0.0 0.0 0.001
C 1.197248 2.888889 -3.023646 0.0 0.0 0.1 -0.004
C 2.708477 2.622168 -3.093437 0.0 0.0 0.0 0.001
C 1.019430 4.023682 -1.996740 0.0 0.0 -0.1 0.006
C 0.725977 3.422874 -4.384435 0.1 0.0 0.0 0.000
H 0.441320 -2.353525 -3.808030 0.0 0.0 0.0 0.000
H -0.994716 -1.338742 -3.813269 -0.1 0.0 0.0 0.001
H -0.208470 -1.776410 -2.279065 0.0 0.0 0.0 -0.001
H 2.626352 -1.583950 -3.429321 0.0 0.0 0.0 0.000
H 2.105848 -1.088009 -1.820769 0.0 0.0 0.1 0.003
H 3.004474 0.035123 -2.838528 0.0 0.0 0.0 -0.001
H 1.401584 -0.939657 -5.441072 0.0 0.0 0.0 0.000
H 1.861373 0.733092 -5.154298 0.0 0.0 0.0 0.000
H 0.168657 0.319676 -5.430387 0.0 0.0 0.0 0.000
H -2.222784 -0.580926 -2.087502 0.1 -0.2 -0.1 0.000
H -3.455973 0.635500 -1.789148 0.0 0.0 0.0 0.001
H -2.044589 0.501081 -0.720109 0.1 0.0 0.0 -0.002
H -1.986608 0.379136 -4.508350 0.0 0.0 0.0 0.000
H -1.782552 2.113537 -4.740109 0.0 0.0 0.0 0.000
H -3.282557 1.482299 -4.063295 0.0 0.0 0.0 0.000
H -1.689068 3.024365 -1.090457 0.0 0.0 0.0 -0.001
H -3.180929 2.886245 -2.024525 0.0 0.0 0.0 0.000
H -1.776791 3.672403 -2.738185 0.0 0.0 0.0 0.000
H 3.094579 2.253664 -2.143331 0.0 0.0 0.1 0.000
H 3.223965 3.562606 -3.317339 0.0 0.0 0.0 0.000
H 2.978744 1.909625 -3.869650 0.0 0.0 0.0 0.000
H 1.319674 3.728834 -0.995083 0.0 0.0 0.1 -0.002
H -0.000312 4.391764 -1.947101 -0.1 0.0 0.0 0.000
H 1.654741 4.863723 -2.299789 0.0 0.0 0.0 0.000
H 0.857215 2.702804 -5.191719 0.0 0.0 0.0 0.000
H 1.309037 4.314952 -4.638469 0.0 0.0 0.0 0.000
H -0.322157 3.718196 -4.363539 0.0 0.0 0.0 0.000
```
Forces are in eV/Å.

# 4
Molecular formula: H8O4
Method: DFT, ωB97M-V/def2-TZVPD

Properties
SMILES string   O.O.O.O
Energy   -305.74879 Eh
HOMO level   -10.9031 eV
Relative energy (zero: lowest compared OMol25 entry of this formula, charge and spin)   19.1 kcal per mole

```
12
Properties=species:S:1:pos:R:3:forces:R:3:lowdin_charge:R:1
O 0.453917 2.472917 1.096250 0.4 -0.2 -1.1 -0.080
H 1.392917 2.512917 0.861250 0.0 0.2 0.5 0.032
H 0.144917 2.066917 0.263250 -0.3 0.0 0.6 0.024
O -0.409083 -1.360083 1.811250 0.1 0.4 0.7 -0.020
H -0.884083 -2.131083 1.551250 -0.5 -1.0 -0.6 0.044
H -0.772083 -1.198083 2.689250 0.2 0.4 0.0 0.070
O 0.681917 -0.209083 -0.411750 0.9 0.5 -1.4 -0.050
H 0.271917 -0.606083 0.347250 -0.2 -0.4 1.1 -0.017
H 1.525917 -0.657083 -0.585750 -0.6 0.1 0.3 0.072
O -1.196083 -0.414083 -2.546750 -0.8 0.1 -2.1 -0.052
H -0.597083 -0.121083 -3.247750 -0.5 -0.1 -0.2 0.039
H -0.613083 -0.356083 -1.827750 1.3 0.0 2.3 -0.062
```
Forces are in eV/Å.

What is the energy in the second record?
-7631.14656 Eh

Among the records above, which one has the highest energy?
H8O4

The lowest energy belongs to which entry?
C12H33Br2NbO7P3S